Entry 1:
{"formula": "C8H17NO", "method": "ωB97M-V with the def2-TZVPD basis set", "lumo_energy_ev": 0.78, "smiles": "C1CCCCC1.CNC=O", "gap_ev": 10.71, "homo_ev": -9.9, "symbols": ["C", "C", "C", "C", "C", "C", "H", "H", "H", "H", "H", "H", "H", "H", "H", "H", "H", "H", "C", "N", "C", "O", "H", "H", "H", "H", "H"], "positions_angstrom": [[-1.99, 0.35, 0.99], [-1.70, -0.69, -0.10], [-1.40, -2.06, 0.52], [-0.24, -1.96, 1.52], [-0.53, -0.92, 2.60], [-0.83, 0.44, 1.98], [-2.91, 0.05, 1.53], [-2.18, 1.34, 0.53], [-0.82, -0.36, -0.68], [-2.56, -0.77, -0.79], [-1.16, -2.79, -0.27], [-2.30, -2.42, 1.06], [-0.05, -2.95, 1.98], [0.68, -1.67, 0.97], [-1.41, -1.25, 3.19], [0.33, -0.85, 3.30], [-1.07, 1.18, 2.78], [0.07, 0.80, 1.45], [1.64, 2.55, -2.49], [2.25, 1.35, -3.01], [2.99, 0.53, -2.22], [3.19, 0.73, -1.03], [0.93, 2.32, -1.68], [1.09, 3.06, -3.30], [2.41, 3.24, -2.09], [2.14, 1.09, -3.99], [3.39, -0.35, -2.76]], "mulliken_charge": [-0.6420, -0.4063, -0.6586, -0.5251, -0.6545, -0.4795, 0.3174, 0.2875, 0.1574, 0.2941, 0.2981, 0.3192, 0.2795, 0.2683, 0.3212, 0.2975, 0.2931, 0.2279, -0.6483, -0.1393, 0.0287, -0.5613, 0.1460, 0.3240, 0.2537, 0.2408, 0.3606]}

=====

Entry 2:
{"formula": "C8H17NSi", "method": "ωB97M-V with the def2-TZVPD basis set", "lumo_energy_ev": 0.36, "smiles": "[H]/N=[SiH]/C(C)=C\\C.C/C=C/C", "gap_ev": 9.17, "homo_ev": -8.8, "symbols": ["H", "N", "Si", "C", "C", "C", "C", "H", "H", "H", "H", "H", "H", "H", "H", "C", "C", "C", "C", "H", "H", "H", "H", "H", "H", "H", "H"], "positions_angstrom": [[0.97, 1.78, -3.46], [0.72, 0.94, -2.97], [1.52, -0.06, -2.02], [0.58, -1.74, -1.90], [1.57, -2.85, -2.14], [-0.69, -1.84, -1.36], [-1.72, -0.85, -1.03], [2.68, -0.01, -1.17], [1.75, -3.14, -3.11], [2.54, -2.46, -1.82], [1.27, -3.72, -1.51], [-1.02, -2.88, -1.31], [-2.24, -1.20, -0.12], [-1.37, 0.16, -0.91], [-2.56, -0.89, -1.72], [0.47, -0.15, 3.28], [-0.22, 0.75, 2.22], [-0.05, 2.01, 2.12], [-0.75, 2.97, 1.30], [-0.41, -0.79, 3.65], [1.32, -0.71, 2.96], [0.74, 0.40, 4.15], [-0.79, 0.12, 1.60], [0.65, 2.43, 2.79], [-1.60, 2.60, 0.72], [-1.31, 3.58, 1.92], [-0.22, 3.67, 0.65]], "mulliken_charge": [0.2256, -0.5064, 0.2059, 0.3471, -1.2535, -0.0333, -1.0817, -0.0693, 0.3511, 0.3195, 0.3186, 0.2908, 0.3393, 0.1786, 0.3666, -1.1937, 0.1069, -0.0227, -1.3099, 0.2950, 0.2838, 0.3596, 0.1477, 0.3207, 0.2937, 0.3969, 0.3230]}

=====

Entry 3:
{"formula": "C8H18AgF3O9S", "method": "ωB97M-V with the def2-TZVPD basis set", "lumo_energy_ev": 4.87, "gap_ev": 2.93, "homo_ev": 1.9, "total_charge": -2, "symbols": ["Ag", "C", "F", "F", "F", "S", "O", "O", "O", "C", "O", "O", "O", "C", "C", "O", "H", "H", "H", "H", "H", "H", "C", "C", "O", "H", "H", "H", "H", "H", "H", "C", "C", "O", "H", "H", "H", "H", "H", "H"], "positions_angstrom": [[0.56, 0.16, -0.18], [-1.46, 0.99, 3.19], [-1.84, 0.58, 4.43], [-2.35, 0.61, 2.30], [-1.40, 2.33, 3.21], [0.25, 0.24, 2.71], [1.07, 0.63, 3.86], [0.01, -1.19, 2.67], [0.69, 0.86, 1.44], [2.38, 1.95, -0.93], [2.14, 2.94, -0.26], [2.87, 2.26, -1.99], [2.21, 0.81, -0.51], [-0.94, 2.58, 0.26], [-1.99, 1.67, -0.49], [-1.52, 0.33, -0.47], [-1.30, 3.61, 0.36], [0.04, 2.68, -0.21], [-0.76, 2.06, 1.20], [-2.23, 2.05, -1.48], [-2.89, 1.89, 0.07], [-2.22, -0.26, -0.76], [-0.89, -1.44, -2.86], [-0.12, -0.09, -2.76], [1.14, -0.22, -2.17], [-0.25, -2.10, -3.44], [-1.93, -1.43, -3.19], [-0.84, -1.81, -1.83], [-0.63, 0.72, -2.22], [-0.15, 0.31, -3.77], [1.81, -0.34, -2.84], [1.85, -3.06, 1.07], [0.75, -2.52, 0.13], [0.51, -1.26, 0.70], [2.05, -4.12, 0.93], [1.58, -2.87, 2.11], [2.79, -2.52, 0.91], [-0.09, -3.21, 0.21], [1.09, -2.44, -0.90], [-0.01, -1.37, 1.50]], "mulliken_charge": [0.3641, 0.5256, -0.2889, -0.2252, -0.2244, 1.3269, -0.8131, -0.8115, -0.4993, 0.5395, -0.8137, -0.8153, -0.8362, -0.5931, -0.5770, 0.0014, 0.4872, 0.1363, -0.2248, 0.3887, 0.4322, 0.0663, -1.0370, 0.3937, 0.2764, 0.2901, 0.3417, 0.1173, -0.3448, 0.5139, 0.0652, -1.3065, -0.2104, -0.4363, 0.4063, 0.2275, 0.3097, 0.2159, 0.2888, 0.3427]}

=====

Entry 4:
{"formula": "C8H18AlO4", "method": "ωB97M-V with the def2-TZVPD basis set", "lumo_energy_ev": 2.77, "gap_ev": 7.63, "homo_ev": -4.9, "total_charge": -1, "symbols": ["O", "C", "O", "C", "C", "Al", "C", "C", "O", "H", "H", "H", "H", "H", "H", "H", "H", "H", "H", "H", "H", "C", "C", "O", "C", "H", "H", "H", "H", "H", "H"], "positions_angstrom": [[-0.66, -1.70, -5.40], [-0.84, -2.40, -4.24], [-2.19, -2.55, -3.70], [-2.24, -2.32, -2.25], [-1.35, -3.37, -1.35], [-0.96, -2.40, 0.46], [0.92, -1.59, 0.29], [0.88, -0.30, -0.76], [1.52, 0.88, -0.15], [0.14, -2.89, -3.79], [-1.97, -1.22, -1.92], [-3.38, -2.47, -1.93], [-1.97, -4.34, -1.07], [-0.34, -3.70, -1.82], [-1.15, -3.39, 1.68], [-2.01, -1.17, 0.56], [1.30, -1.25, 1.35], [1.64, -2.39, -0.21], [1.53, -0.58, -1.73], [-0.21, -0.05, -1.14], [1.31, 1.67, -0.76], [1.24, 2.51, 3.06], [1.00, 3.70, 2.18], [0.99, 3.61, 0.95], [0.76, 5.03, 2.86], [1.40, 1.62, 2.43], [2.14, 2.67, 3.66], [0.38, 2.33, 3.70], [1.64, 5.30, 3.45], [-0.12, 4.97, 3.49], [0.60, 5.80, 2.10]], "mulliken_charge": [-0.5533, 0.2360, -0.2530, -0.3143, -0.4776, 0.1541, -0.5075, -0.1331, -0.4777, 0.2474, 0.1699, 0.2063, 0.1777, 0.1897, -0.2860, -0.2492, 0.2012, 0.1899, 0.0923, 0.1209, 0.2836, -0.7890, 0.7786, -0.5086, -1.1126, 0.0986, 0.3038, 0.3117, 0.3011, 0.2997, 0.2995]}

=====

Entry 5:
{"formula": "C8H18AsF5ReSbSe4Si2", "method": "ωB97M-V with the def2-TZVPD basis set", "lumo_energy_ev": [-9.23, -9.23], "gap_ev": [6.25, 6.25], "homo_ev": [-15.5, -15.5], "total_charge": 2, "symbols": ["Re", "Se", "Sb", "Se", "Se", "Se", "F", "C", "F", "C", "F", "F", "F", "C", "Si", "C", "C", "As", "Si", "C", "C", "C", "H", "H", "H", "H", "H", "H", "H", "H", "H", "H", "H", "H", "H", "H", "H", "H", "H", "H"], "positions_angstrom": [[0.21, -0.64, 0.23], [0.70, -0.43, -3.49], [0.90, -2.52, -2.11], [-1.00, -2.62, -0.42], [2.38, -0.90, 0.21], [2.09, -4.42, -2.65], [0.40, 1.23, 2.46], [-0.53, 0.65, 1.69], [-1.07, -0.44, 2.36], [-1.69, 1.62, 1.46], [-2.64, 0.98, 0.75], [-1.24, 2.66, 0.72], [-2.21, 2.08, 2.57], [-3.19, -0.24, -2.78], [-2.36, 1.42, -2.76], [-1.62, 2.03, -4.36], [-3.26, 2.74, -1.82], [-0.12, 0.91, -1.63], [1.36, 2.99, -1.59], [2.62, 2.73, -2.93], [0.13, 4.34, -1.91], [2.07, 3.04, 0.12], [-3.68, -0.39, -3.75], [-3.95, -0.31, -2.00], [-2.48, -1.05, -2.65], [-1.58, 1.25, -5.12], [-0.63, 2.46, -4.24], [-2.26, 2.83, -4.74], [-4.33, 2.60, -2.00], [-3.00, 3.73, -2.18], [-3.11, 2.68, -0.75], [2.48, 3.46, -3.72], [2.63, 1.74, -3.39], [3.61, 2.89, -2.50], [0.09, 4.60, -2.96], [0.45, 5.23, -1.36], [-0.87, 4.10, -1.56], [2.42, 2.08, 0.49], [1.37, 3.45, 0.84], [2.94, 3.70, 0.09]], "mulliken_charge": [0.0345, -0.1008, 0.7603, -0.2429, -0.0063, -0.2232, -0.1931, 0.7796, -0.2687, 0.7060, -0.2678, -0.2265, -0.2328, -0.8654, 0.7753, -1.1846, -1.0093, 0.1704, 0.6191, -1.0227, -0.9317, -0.9394, 0.4073, 0.3281, 0.1225, 0.3850, 0.3015, 0.3898, 0.4259, 0.4034, 0.2380, 0.3449, 0.2714, 0.3743, 0.3799, 0.4560, 0.1067, 0.2104, 0.2811, 0.4440]}

=====

Entry 6:
{"formula": "C8H18BrOP", "method": "ωB97M-V with the def2-TZVPD basis set", "lumo_energy_ev": [-2.34, -2.35], "gap_ev": [6.02, 6.02], "homo_ev": [-8.4, -8.4], "symbols": ["C", "C", "C", "C", "C", "C", "C", "C", "O", "P", "Br", "H", "H", "H", "H", "H", "H", "H", "H", "H", "H", "H", "H", "H", "H", "H", "H", "H", "H"], "positions_angstrom": [[-0.27, 1.03, -2.22], [2.18, 0.91, -1.67], [0.82, -1.19, -1.72], [-0.86, -1.68, 1.27], [-0.57, 0.25, 2.84], [-2.21, 0.44, 0.94], [0.81, 0.30, -1.44], [-0.89, -0.17, 1.41], [0.49, 2.12, 0.64], [0.46, 0.68, 0.38], [3.24, -1.47, 1.69], [-0.04, 0.98, -3.29], [-1.25, 0.58, -2.07], [-0.32, 2.07, -1.93], [2.93, 0.40, -1.08], [2.18, 1.96, -1.39], [2.46, 0.83, -2.73], [1.51, -1.71, -1.05], [-0.17, -1.63, -1.61], [1.15, -1.36, -2.75], [-1.22, -2.00, 0.29], [0.15, -2.05, 1.41], [-1.50, -2.13, 2.02], [0.38, -0.18, 3.15], [-1.36, -0.09, 3.51], [-0.51, 1.34, 2.91], [-2.15, 1.53, 0.95], [-2.47, 0.11, -0.07], [-3.01, 0.13, 1.61]], "mulliken_charge": [-1.6984, -1.7500, -1.6309, -1.6020, -1.7747, -1.7160, 1.7630, 1.7495, -0.5888, 0.5778, -0.5682, 0.4685, 0.3249, 0.4141, 0.3912, 0.4086, 0.4817, 0.3189, 0.3162, 0.4923, 0.3201, 0.3068, 0.4836, 0.4047, 0.4855, 0.4161, 0.4156, 0.3254, 0.4645]}

=====

Entry 7:
{"formula": "C8H18Cl2O3PSZr", "method": "ωB97M-V with the def2-TZVPD basis set", "lumo_energy_ev": -13.02, "gap_ev": 7.87, "homo_ev": -20.9, "total_charge": 3, "symbols": ["C", "C", "H", "H", "H", "O", "Cl", "Zr", "P", "C", "C", "H", "H", "H", "C", "H", "H", "H", "H", "H", "H", "C", "O", "Cl", "C", "S", "C", "O", "H", "H", "H", "H", "H", "H"], "positions_angstrom": [[-1.68, -0.74, -5.41], [-1.53, -0.91, -3.93], [-1.33, 0.20, -5.84], [-2.75, -0.81, -5.64], [-1.22, -1.58, -5.95], [-0.67, -0.41, -3.17], [-2.77, -1.90, -3.24], [-0.73, -0.53, -0.84], [1.75, -1.21, -0.61], [3.09, -0.06, -0.19], [2.27, -2.58, 0.52], [1.38, -2.41, -2.69], [3.13, -2.34, -2.29], [2.28, -0.90, -2.97], [2.19, -1.77, -2.30], [1.49, -3.35, 0.53], [3.24, -3.03, 0.24], [4.08, -0.51, -0.31], [3.02, 0.26, 0.85], [2.36, -2.18, 1.55], [3.07, 0.84, -0.79], [0.39, 1.47, -0.99], [0.85, 2.49, -0.68], [-1.34, -2.62, 0.19], [-1.65, -0.38, 3.63], [-0.57, 0.67, 2.64], [0.98, -0.03, 3.30], [-0.65, 0.06, 1.18], [-1.74, 0.15, 4.58], [-1.24, -1.38, 3.81], [-2.64, -0.48, 3.20], [0.78, -1.06, 3.68], [1.79, -0.03, 2.55], [1.17, 0.67, 4.13]], "mulliken_charge": [-1.0950, 0.9130, 0.3487, 0.4043, 0.3536, -0.4441, -0.0756, 0.9153, 1.1227, -1.2026, -1.0864, 0.3655, 0.4442, 0.3680, -1.1886, 0.3906, 0.4399, 0.4362, 0.2883, 0.3429, 0.4532, 0.3966, -0.0298, -0.2719, -0.9592, 0.4858, -0.6865, -0.4353, 0.4481, 0.3518, 0.3805, 0.3338, 0.0216, 0.4704]}

=====

Entry 8:
{"formula": "C8H18ClIIrN2OP", "method": "ωB97M-V with the def2-TZVPD basis set", "lumo_energy_ev": [-10.58, -15.61], "multiplicity": 6, "gap_ev": [5.66, 4.91], "homo_ev": [-16.2, -20.5], "s_squared": 8.78, "total_charge": 3, "symbols": ["C", "I", "H", "H", "H", "Ir", "P", "C", "C", "H", "H", "H", "C", "H", "H", "H", "H", "H", "H", "C", "O", "Cl", "C", "N", "C", "C", "N", "H", "H", "H", "H", "H", "H"], "positions_angstrom": [[1.92, 1.73, 2.77], [1.82, -0.48, 2.28], [2.93, 1.79, 3.20], [1.18, 1.90, 3.55], [1.83, 2.41, 1.92], [0.35, 0.31, 0.43], [1.31, 1.53, -1.20], [0.79, 3.28, -1.26], [3.12, 1.54, -1.01], [1.27, -0.09, -2.99], [1.51, 1.57, -3.63], [-0.11, 1.03, -3.09], [0.97, 0.96, -2.90], [3.47, 0.50, -1.05], [3.57, 2.12, -1.82], [1.37, 3.83, -2.02], [0.94, 3.76, -0.28], [3.39, 1.98, -0.04], [-0.28, 3.33, -1.52], [-0.67, 1.70, 1.12], [-1.28, 2.57, 1.59], [1.32, -1.53, -0.80], [-3.78, -3.03, 1.48], [-2.56, -3.04, 0.67], [-2.37, -4.14, -0.30], [-1.74, -2.03, 0.70], [-1.05, -1.10, 0.71], [-4.28, -3.99, 1.30], [-4.45, -2.20, 1.20], [-3.52, -2.94, 2.55], [-2.46, -3.78, -1.34], [-1.37, -4.59, -0.17], [-3.14, -4.87, -0.08]], "mulliken_spin": [0.6624, 1.5711, 0.0149, 0.0264, 0.0211, 1.1345, 0.1949, 0.0090, 0.0341, -0.0017, 0.0055, 0.0017, 0.0164, -0.0029, 0.0121, 0.0064, 0.0000, -0.0024, 0.0026, 0.0382, 0.0235, 0.2124, 0.0093, 0.5457, 0.0108, -0.0789, 0.3688, 0.0028, 0.0443, 0.0349, 0.0464, 0.0325, 0.0034]}

=====

So what do the calculations give for calculated total energy? Going down the list: -12109.8010, -17936.0304, -49986.8799, -23372.1114, -368807.8741, -89966.4469, -61152.5029, -46330.0636 eV.